Computed, not measured: C16H14AuCl3N3S2Si as an isolated structure at a distorted geometry, with ωB97M-V with the def2-TZVPD basis set.

energy relative to the best compared isomer or geometry (same formula, charge and spin) = 464.41 kcal per mole
DFT total energy = -92073.897 eV
<S²> = 2.0650
HOMO energy (spin up / spin down) = -9.63 / -10.73 eV
charge = +1
spin multiplicity = 3

Each line ends with the Mulliken charge.
Cartesian coordinates (Å):
Au  2.752  -0.623  1.093  0.234
S  4.904  4.243  3.053  -0.102
C  3.942  4.089  0.276  -0.226
C  4.531  0.507  1.187  -0.627
C  4.303  1.752  1.395  0.405
C  2.339  3.043  2.132  -0.406
C  1.083  2.792  2.428  0.624
C  0.034  3.673  2.012  -0.446
C  -1.294  3.343  1.738  -0.367
C  -1.802  2.201  1.163  -0.592
C  -1.115  1.246  0.360  0.404
N  0.097  1.296  -0.085  0.032
H  4.565  4.885  -0.087  0.449
H  5.498  0.055  0.996  0.471
H  0.317  4.718  1.967  0.482
H  -2.020  4.116  1.978  0.393
H  -2.877  2.073  1.182  0.374
H  -1.751  0.440  -0.015  0.291
Cl  3.841  3.298  1.701  -0.210
Si  1.568  0.911  -0.663  -0.386
Cl  2.744  3.514  -0.857  -0.103
Cl  0.611  1.278  3.221  -0.092
N  0.749  -2.259  -1.203  -0.235
C  0.172  -2.387  -0.011  0.333
S  1.021  -2.179  1.464  -0.382
N  -1.119  -2.714  0.070  -0.137
C  -2.010  -2.982  -1.016  0.215
C  -1.677  -3.903  -2.001  -0.200
C  -2.568  -4.137  -3.039  -0.574
C  -3.789  -3.480  -3.077  -0.488
C  -4.128  -2.590  -2.067  -0.642
C  -3.238  -2.334  -1.036  -0.437
H  1.746  -2.136  -1.247  0.267
H  0.226  -2.379  -2.057  0.252
H  -1.517  -2.639  0.995  0.284
H  -0.756  -4.468  -1.935  0.577
H  -2.314  -4.856  -3.807  0.391
H  -4.483  -3.674  -3.883  0.403
H  -5.088  -2.092  -2.081  0.380
H  -3.497  -1.643  -0.244  0.391

---

Computed, not measured: C25H45NOP2Sm as an isolated structure at a distorted geometry, with ωB97M-V with the def2-TZVPD basis set.

energy relative to the best compared isomer or geometry (same formula, charge and spin) = 113.38 kcal per mole
DFT total energy = -66664.897 eV
<S²> = 8.8272
HOMO energy (spin up / spin down) = -9.75 / -10.61 eV
charge = +1
spin multiplicity = 6

Each line ends with the Mulliken charge.
Cartesian coordinates (Å):
Sm  1.467  0.307  0.850  0.156
C  0.930  -2.613  -0.574  0.697
C  1.688  -2.443  0.629  1.023
C  -0.556  -2.265  1.152  0.795
C  -0.445  -2.564  -0.230  0.786
C  0.756  -2.229  1.713  0.085
C  1.482  -2.965  -1.903  -1.793
H  2.521  -2.626  -2.016  0.325
H  0.897  -2.513  -2.715  0.272
H  1.482  -4.056  -2.061  0.371
C  -1.580  -2.946  -1.102  -1.559
H  -1.268  -3.006  -2.154  0.368
H  -2.414  -2.231  -1.031  0.323
H  -1.980  -3.934  -0.822  0.346
C  -1.830  -2.174  1.902  -1.720
H  -2.037  -3.098  2.466  0.347
H  -2.681  -2.005  1.229  0.346
H  -1.818  -1.347  2.623  0.219
C  1.122  -2.136  3.153  -1.055
H  1.480  -3.117  3.516  0.297
H  0.266  -1.825  3.771  0.393
H  1.938  -1.414  3.347  0.142
C  3.136  -2.765  0.791  -1.571
H  3.315  -3.847  0.668  0.395
H  3.512  -2.495  1.786  0.387
H  3.765  -2.248  0.050  0.217
C  2.253  2.027  -0.700  0.210
C  2.979  0.881  -0.971  0.164
C  4.453  0.749  -0.609  -1.020
C  4.798  0.500  0.892  -1.380
C  3.667  0.602  1.898  -0.510
C  2.979  1.776  2.135  -0.116
C  3.317  3.087  1.441  -1.277
C  2.863  3.251  -0.040  -1.016
H  5.026  1.639  -0.933  0.400
H  5.624  1.183  1.164  0.521
H  4.871  -0.090  -1.194  0.430
H  3.736  3.600  -0.620  0.397
H  1.261  2.196  -1.149  0.054
H  2.632  0.160  -1.732  0.433
H  2.133  4.077  -0.085  0.330
H  2.846  3.896  2.022  0.478
H  2.385  1.884  3.058  0.789
H  4.399  3.292  1.497  0.412
H  5.224  -0.511  0.970  0.345
H  3.598  -0.230  2.617  0.847
P  0.060  0.809  -3.429  0.982
C  -1.289  -0.328  -3.928  -1.308
H  -1.711  -0.014  -4.889  0.454
H  -2.072  -0.319  -3.157  0.292
H  -0.896  -1.349  -4.001  0.311
C  -0.905  2.369  -3.416  -1.323
H  -1.266  2.585  -4.428  0.456
H  -0.265  3.186  -3.063  0.353
H  -1.753  2.277  -2.726  0.281
C  1.005  1.025  -4.983  -1.429
H  1.771  1.794  -4.815  0.342
H  0.345  1.328  -5.806  0.413
H  1.513  0.084  -5.229  0.366
P  -0.597  2.018  2.859  1.112
C  -0.528  2.152  4.697  -1.422
H  -0.773  3.177  5.005  0.388
H  0.490  1.904  5.028  0.365
H  -1.237  1.441  5.143  0.398
C  -0.370  3.795  2.408  -1.263
H  0.690  4.074  2.417  0.208
H  -0.921  4.404  3.138  0.515
H  -0.784  3.954  1.404  0.260
C  -2.423  1.965  2.604  -1.356
H  -2.922  2.692  3.260  0.442
H  -2.792  0.953  2.824  0.328
H  -2.655  2.202  1.555  0.337
O  -2.759  0.368  -0.841  -0.654
C  -1.668  0.589  -0.390  0.484
N  -0.571  0.829  0.046  -0.415

---

Computed, not measured: a single C4H8O3 molecule, with ωB97M-V with the def2-TZVPD basis set.

energy relative to the best compared isomer or geometry (same formula, charge and spin) = 63.23 kcal per mole
DFT total energy = -10418.262 eV
HOMO energy = -10.22 eV
SMILES = CO[C@H]1O[C@H]1CO
spin multiplicity = 1

Each line ends with the Mulliken charge.
Cartesian coordinates (Å):
C  -2.442  0.349  -0.343  -0.698
O  -1.165  0.470  0.257  -0.355
C  -0.529  -0.741  0.375  0.023
O  0.063  -1.280  -0.784  -0.482
C  0.919  -0.758  0.239  -0.084
C  1.689  0.498  -0.099  -0.519
O  2.978  0.344  0.462  -0.517
H  -3.056  -0.388  0.194  0.307
H  -2.923  1.327  -0.280  0.218
H  -2.355  0.048  -1.393  0.284
H  1.504  -1.509  0.769  0.467
H  -1.068  -1.471  0.986  0.489
H  1.719  0.594  -1.193  0.259
H  1.172  1.380  0.302  0.305
H  3.499  1.127  0.256  0.305

---

Computed, not measured: C13H20NaO5 as an isolated structure at a distorted geometry, with ωB97M-V with the def2-TZVPD basis set.

DFT total energy = -28453.265 eV
HOMO energy = -12.29 eV
charge = +1
spin multiplicity = 1

Each line ends with the Mulliken charge.
Cartesian coordinates (Å):
C  3.052  -0.284  2.296  -1.439
C  2.501  -1.083  1.152  0.557
O  3.201  -0.693  -0.030  -0.421
C  2.505  -0.980  -1.208  -0.692
C  1.739  0.256  -1.727  -0.279
O  1.715  1.289  -0.721  -0.464
C  0.611  2.029  -0.666  0.859
C  -0.597  1.836  -0.122  0.469
C  -1.125  0.692  0.645  -0.505
C  -1.435  -0.569  -0.170  -0.712
C  -2.196  -1.559  0.696  0.799
C  -2.161  -2.929  0.011  -1.815
C  -3.660  -1.120  0.892  -1.568
C  -1.353  3.088  -0.394  -0.361
O  -2.551  3.292  -0.285  -0.497
O  -0.465  4.055  -0.911  -0.300
C  0.666  3.394  -1.241  0.422
O  1.539  3.899  -1.922  -0.772
H  4.070  -0.580  2.515  0.382
H  3.071  0.766  2.045  0.283
H  2.443  -0.389  3.182  0.402
H  2.617  -2.151  1.293  0.435
H  1.456  -0.819  1.016  -0.384
H  1.837  -1.822  -1.059  0.277
H  3.238  -1.264  -1.950  0.436
H  0.720  0.028  -2.008  0.356
H  2.252  0.630  -2.605  0.321
H  -2.048  1.017  1.113  0.608
H  -0.421  0.440  1.427  0.351
H  -0.501  -1.050  -0.435  -0.089
H  -2.010  -0.335  -1.057  0.525
H  -1.713  -1.660  1.661  0.399
H  -2.833  -3.626  0.488  0.488
H  -2.457  -2.794  -1.022  0.404
H  -1.162  -3.343  0.033  0.370
H  -4.339  -1.797  0.397  0.452
H  -3.942  -1.115  1.935  0.309
H  -3.814  -0.133  0.475  0.383
Na  1.547  5.382  -3.738  1.012

---

Computed, not measured: a 2-piece molecular cluster, C4H4BrClS overall at a distorted geometry, with ωB97M-V with the def2-TZVPD basis set.

energy relative to the best compared isomer or geometry (same formula, charge and spin) = 0.00 kcal per mole
DFT total energy = -97612.187 eV
HOMO energy = -8.60 eV
SMILES = Brc1cccs1.Cl
spin multiplicity = 1

Each line ends with the Mulliken charge.
Cartesian coordinates (Å):
C  0.331  -0.870  -0.414  -0.332
C  0.381  -0.962  0.947  -0.414
C  -0.877  -0.291  -0.905  -0.354
C  -1.730  -0.147  0.164  0.220
S  -1.101  -0.661  1.740  -0.127
Cl  1.952  2.578  -0.080  -0.243
Br  -3.388  0.675  -0.042  -0.125
H  1.106  -1.082  -1.112  0.402
H  1.382  -1.237  1.310  0.371
H  -1.139  -0.134  -1.978  0.362
H  3.084  2.131  0.370  0.240